No. 1
{
  "formula": "C22H43NO8Rb2",
  "method": "the ωB97M-V functional and the def2-TZVPD basis",
  "mol_weight_g_mol": 620.52,
  "homo_ev": -3.22,
  "gap_ev": 1.7,
  "e_tot_ev": -42688.6190,
  "relative_energy_ev": 0.837,
  "symbols": ["Rb", "Rb", "O", "C", "O", "O", "H", "C", "C", "C", "C", "C", "C", "N", "O", "C", "C", "C", "H", "H", "H", "H", "H", "H", "H", "H", "H", "H", "H", "H", "H", "H", "H", "H", "H", "H", "C", "C", "O", "C", "H", "H", "H", "H", "H", "H", "C", "C", "O", "C", "H", "H", "H", "H", "H", "H", "C", "C", "O", "C", "H", "H", "H", "H", "H", "H", "C", "C", "O", "C", "H", "H", "H", "H", "H", "H"],
  "xyz": [[2.50, -0.49, 5.40], [-0.39, -3.75, 3.49], [-0.35, 0.42, 1.87], [0.20, -0.71, 2.48], [0.48, -1.55, 1.58], [0.34, -0.92, 3.70], [-0.46, -0.08, 1.03], [1.83, 0.63, -1.10], [2.15, -0.12, -2.37], [1.48, 0.69, -3.52], [2.05, 0.41, -4.92], [3.57, 0.44, -4.91], [4.24, -0.42, -3.85], [3.62, -0.20, -2.54], [4.25, -0.86, -1.49], [5.69, 0.05, -3.81], [4.15, -1.88, -4.33], [1.46, -1.51, -2.22], [2.35, 1.59, -1.14], [2.03, 0.02, -0.22], [0.76, 0.87, -1.07], [1.46, 1.77, -3.31], [0.39, 0.54, -3.48], [1.67, 1.16, -5.61], [1.68, -0.54, -5.31], [3.94, 1.47, -4.87], [3.95, 0.19, -5.90], [6.22, -0.14, -4.75], [6.26, -0.59, -3.12], [5.86, 1.10, -3.59], [4.54, -2.02, -5.35], [3.12, -2.21, -4.45], [4.73, -2.62, -3.78], [0.38, -1.48, -2.36], [1.65, -1.99, -1.26], [1.90, -2.09, -3.04], [0.79, 4.38, 1.45], [0.45, 4.23, 2.92], [-0.26, 5.02, 3.51], [0.99, 3.00, 3.62], [1.61, 3.75, 1.12], [0.79, 5.42, 1.14], [-0.09, 3.84, 1.08], [1.06, 3.10, 4.71], [1.94, 2.62, 3.23], [0.30, 2.16, 3.45], [-2.81, 2.88, 2.89], [-3.26, 4.06, 2.09], [-3.45, 4.10, 0.89], [-3.52, 5.27, 2.94], [-2.22, 2.18, 2.29], [-3.69, 2.47, 3.39], [-2.12, 3.32, 3.61], [-4.03, 4.93, 3.84], [-4.24, 5.93, 2.44], [-2.66, 5.88, 3.24], [-2.81, -5.75, 0.25], [-1.58, -4.87, 0.11], [-0.46, -5.29, 0.30], [-1.84, -3.48, -0.38], [-2.62, -6.58, 0.93], [-3.05, -6.28, -0.68], [-3.67, -5.12, 0.50], [-2.08, -3.43, -1.45], [-0.97, -2.84, -0.16], [-2.73, -3.04, 0.07], [-3.81, -0.65, 3.05], [-4.04, -2.13, 2.77], [-3.33, -2.96, 3.32], [-5.03, -2.55, 1.72], [-4.37, -0.28, 3.91], [-4.22, -0.09, 2.21], [-2.78, -0.51, 3.35], [-5.99, -2.08, 1.98], [-5.19, -3.62, 1.73], [-4.72, -2.17, 0.75]],
  "lowdin_charge": [0.83, 0.89, 0.03, -0.84, -0.10, -0.28, 0.11, -0.07, -0.50, -0.14, -0.18, -0.18, -0.53, -0.19, -0.25, -0.06, -0.05, -0.03, 0.08, 0.06, 0.07, 0.11, 0.10, 0.10, 0.10, 0.11, 0.11, 0.08, 0.07, 0.08, 0.07, 0.05, 0.08, 0.07, 0.07, 0.05, 0.01, -0.49, 0.05, -0.02, 0.08, 0.09, 0.10, 0.08, 0.08, 0.06, -0.02, -0.51, 0.07, -0.03, 0.07, 0.09, 0.07, 0.08, 0.08, 0.08, -0.01, -0.50, 0.07, 0.00, 0.09, 0.10, 0.06, 0.10, 0.07, 0.06, 0.00, -0.47, -0.03, -0.02, 0.09, 0.09, 0.08, 0.09, 0.08, 0.09]
}



No. 2
{
  "formula": "C22H44CeN3OP3S",
  "method": "the ωB97M-V functional and the def2-TZVPD basis",
  "total_charge": 3,
  "s2": 0.752,
  "mol_weight_g_mol": 631.72,
  "homo_ev": [-13.60, -13.60],
  "gap_ev": [3.0, 3.0],
  "multiplicity": 2,
  "e_tot_ev": -81652.6813,
  "relative_energy_ev": 0.000,
  "symbols": ["Ce", "P", "P", "P", "H", "C", "C", "H", "C", "C", "C", "C", "C", "C", "C", "C", "C", "H", "H", "H", "H", "H", "H", "H", "H", "H", "H", "H", "H", "H", "H", "H", "H", "H", "H", "H", "H", "H", "H", "H", "H", "H", "H", "H", "H", "H", "C", "C", "C", "C", "C", "C", "S", "H", "H", "H", "H", "H", "H", "C", "N", "C", "C", "C", "N", "C", "O", "N", "H", "H", "H", "H", "H", "H", "H"],
  "xyz": [[-0.30, -0.73, 0.31], [1.94, 1.14, 1.07], [-1.97, 1.73, 0.15], [0.53, 0.81, -2.25], [-0.91, -2.99, -0.96], [-0.14, -2.36, -1.46], [1.13, -2.26, -0.89], [1.36, -2.80, 0.04], [2.47, 0.69, 2.78], [1.95, 2.98, 1.16], [3.51, 0.78, 0.17], [-3.53, 1.11, -0.63], [-2.62, 2.23, 1.80], [-1.72, 3.39, -0.60], [1.69, -0.18, -3.27], [1.25, 2.48, -2.49], [-0.94, 0.86, -3.36], [-0.44, -2.06, -2.47], [2.04, -1.92, -1.40], [2.54, -0.41, 2.85], [1.75, 1.04, 3.53], [3.46, 1.11, 3.00], [1.12, 3.33, 1.80], [1.83, 3.42, 0.17], [2.89, 3.36, 1.59], [3.68, -0.31, 0.17], [4.36, 1.26, 0.68], [3.48, 1.13, -0.87], [-4.35, 1.84, -0.53], [-3.83, 0.18, -0.14], [-3.39, 0.90, -1.70], [-3.48, 2.91, 1.73], [-1.83, 2.73, 2.37], [-2.95, 1.33, 2.34], [-2.57, 4.06, -0.41], [-1.57, 3.34, -1.69], [-0.83, 3.85, -0.15], [1.79, 0.27, -4.27], [1.32, -1.21, -3.37], [2.67, -0.20, -2.78], [1.30, 2.68, -3.57], [2.27, 2.51, -2.08], [0.64, 3.25, -2.01], [-0.60, 1.10, -4.38], [-1.67, 1.62, -3.03], [-1.43, -0.12, -3.37], [-0.60, -2.72, -7.04], [-1.77, -2.97, -7.78], [-2.03, -4.24, -8.29], [-1.11, -5.28, -8.09], [0.07, -5.04, -7.37], [0.33, -3.76, -6.86], [-0.27, -1.17, -6.34], [-1.40, -0.52, -6.74], [-2.48, -2.15, -7.94], [-2.95, -4.43, -8.85], [-1.31, -6.28, -8.48], [0.79, -5.84, -7.21], [1.24, -3.56, -6.30], [-1.81, -4.40, 3.54], [-1.51, -2.97, 3.73], [-1.77, -2.36, 4.93], [-1.49, -1.02, 5.08], [-0.93, -0.31, 4.02], [-0.70, -0.93, 2.83], [-1.03, -2.24, 2.69], [-0.91, -2.73, 1.51], [-0.55, 0.98, 4.02], [-2.55, -4.54, 2.75], [-2.21, -4.80, 4.47], [-0.89, -4.95, 3.29], [-2.19, -3.02, 5.68], [-1.70, -0.51, 6.01], [-0.72, 1.61, 4.78], [-0.24, 1.33, 3.12]],
  "lowdin_charge": [0.94, 0.74, 0.73, 0.76, 0.11, -0.12, -0.13, 0.11, -0.25, -0.23, -0.24, -0.23, -0.26, -0.24, -0.26, -0.23, -0.26, 0.09, 0.09, 0.06, 0.03, 0.07, 0.04, 0.04, 0.08, 0.06, 0.08, 0.03, 0.08, 0.05, 0.04, 0.08, 0.04, 0.05, 0.08, 0.04, 0.04, 0.06, 0.03, 0.05, 0.08, 0.04, 0.03, 0.05, 0.03, 0.04, -0.65, -0.11, -0.07, -0.07, -0.08, -0.13, 0.78, -0.09, 0.10, 0.12, 0.11, 0.11, 0.09, 0.05, -0.01, 0.07, 0.05, -0.32, 0.06, -0.45, -0.12, 0.20, 0.12, 0.11, 0.12, 0.16, 0.14, 0.15, 0.07]
}